{
  "formula": "C17H36F6NO4P2S2Tc",
  "method": "wB97M-V/def2-TZVPD",
  "species": ["Tc", "F", "C", "F", "F", "S", "O", "O", "N", "S", "O", "O", "C", "F", "F", "F", "C", "C", "P", "C", "C", "C", "C", "H", "H", "H", "H", "H", "H", "H", "H", "H", "H", "H", "H", "H", "H", "H", "C", "C", "C", "P", "C", "C", "C", "C", "C", "C", "H", "H", "H", "H", "H", "H", "H", "H", "H", "H", "H", "H", "H", "H", "H", "H", "H", "H", "H", "H", "H"],
  "xyz": [[0.191, 0.690, -0.508], [0.567, 5.192, -2.775], [-0.414, 4.819, -2.012], [-1.571, 4.884, -2.589], [-0.388, 5.364, -0.834], [-0.115, 2.894, -1.729], [-1.038, 2.426, -0.609], [-0.257, 2.074, -2.898], [1.339, 2.658, -1.009], [2.598, 1.725, -1.548], [3.766, 2.015, -0.819], [2.012, 0.307, -1.291], [2.916, 1.912, -3.481], [2.304, 0.932, -4.086], [4.199, 1.859, -3.603], [2.426, 3.085, -3.796], [-1.749, 0.840, 3.093], [-0.402, 0.132, 2.994], [0.795, 0.929, 1.893], [2.480, 0.266, 2.065], [2.743, -0.398, 3.426], [0.778, 2.704, 2.237], [1.197, 2.975, 3.694], [-2.431, 0.223, 3.676], [-2.210, 1.019, 2.122], [-1.659, 1.797, 3.603], [-0.486, -0.927, 2.750], [0.126, 0.164, 3.956], [3.133, 1.128, 1.900], [2.681, -0.441, 1.261], [2.589, 0.285, 4.260], [3.784, -0.720, 3.449], [2.118, -1.278, 3.571], [-0.225, 3.084, 2.030], [1.468, 3.181, 1.541], [0.512, 2.528, 4.414], [1.183, 4.053, 3.849], [2.209, 2.627, 3.898], [0.428, -2.305, -3.053], [-0.936, -1.996, -2.440], [-1.712, -0.992, -3.296], [-0.905, -1.549, -0.672], [-2.607, -1.446, 0.001], [-3.312, -0.094, -0.171], [-3.514, -2.559, -0.565], [0.045, -2.763, 0.321], [-0.574, -4.173, 0.221], [1.551, -2.826, 0.038], [0.270, -2.665, -4.069], [0.978, -3.073, -2.517], [1.048, -1.409, -3.117], [-1.519, -2.929, -2.396], [-1.135, -0.081, -3.454], [-2.684, -0.725, -2.887], [-1.883, -1.438, -4.276], [-2.467, -1.631, 1.073], [-3.744, 0.000, -1.166], [-2.681, 0.781, -0.007], [-4.130, -0.032, 0.547], [-3.804, -2.327, -1.589], [-4.423, -2.588, 0.036], [-3.071, -3.553, -0.546], [-0.116, -2.418, 1.348], [-0.634, -4.518, -0.811], [-1.558, -4.235, 0.681], [0.082, -4.861, 0.757], [1.770, -3.574, -0.721], [2.068, -3.134, 0.946], [1.995, -1.893, -0.310]],
  "gap_ev": [7.65, 7.22],
  "de_lowest_ev": 0.356,
  "e_lumo_ev": [-12.11, -12.41],
  "e_tot_ha": -3182.99130,
  "charge": 3,
  "homo_energy_ha": [-0.7264, -0.7211],
  "spin_multiplicity": 4
}

{
  "formula": "C22H34Br12O3",
  "method": "wB97M-V/def2-TZVPD",
  "species": ["C", "C", "C", "C", "C", "C", "C", "C", "C", "O", "O", "C", "O", "H", "H", "H", "H", "H", "H", "H", "H", "H", "H", "Br", "C", "C", "Br", "H", "H", "H", "H", "Br", "C", "C", "Br", "H", "H", "H", "H", "Br", "C", "C", "Br", "H", "H", "H", "H", "Br", "C", "C", "Br", "H", "H", "H", "H", "Br", "C", "C", "Br", "H", "H", "H", "H", "Br", "C", "C", "Br", "H", "H", "H", "H"],
  "xyz": [[-2.772, -5.036, 5.560], [-2.059, -5.460, 4.694], [-1.291, -6.245, 3.700], [-0.326, -5.327, 2.929], [-1.095, -4.602, 1.796], [-0.387, -3.392, 1.246], [-0.821, -2.643, 0.225], [-2.123, -2.619, -0.505], [0.378, -1.863, -0.237], [0.753, -1.900, -1.368], [1.258, -1.689, 0.937], [0.815, -2.690, 1.789], [1.085, -2.559, 2.953], [-3.444, -4.786, 6.349], [-2.021, -6.726, 3.042], [-0.748, -7.024, 4.238], [0.112, -4.556, 3.563], [0.483, -5.941, 2.524], [-1.035, -5.317, 0.963], [-2.158, -4.456, 1.991], [-2.077, -2.995, -1.526], [-2.456, -1.576, -0.470], [-2.854, -3.151, 0.107], [-0.452, 3.029, 5.631], [-0.407, 1.084, 5.711], [-0.667, 0.471, 4.362], [-2.555, 0.550, 3.890], [-1.132, 0.782, 6.460], [0.594, 0.834, 6.054], [-0.418, -0.588, 4.369], [-0.122, 0.962, 3.562], [0.286, 0.319, 0.535], [0.256, 2.194, -0.042], [-0.844, 2.973, 0.634], [-2.578, 2.560, -0.142], [0.167, 2.187, -1.121], [1.231, 2.584, 0.237], [-0.707, 4.042, 0.479], [-0.918, 2.770, 1.699], [2.236, 3.079, -2.413], [2.213, 4.928, -3.012], [1.127, 5.720, -2.334], [-0.621, 5.266, -3.043], [2.107, 4.893, -4.091], [3.189, 5.338, -2.758], [1.263, 6.783, -2.527], [1.072, 5.553, -1.263], [-1.054, 1.312, -4.197], [-0.884, -0.617, -3.995], [-1.102, -1.335, -5.299], [-2.990, -1.412, -5.769], [-1.587, -0.914, -3.224], [0.131, -0.777, -3.637], [-0.785, -2.372, -5.217], [-0.589, -0.863, -6.131], [0.067, 8.776, -4.750], [-1.684, 8.174, -5.344], [-1.603, 7.434, -6.651], [-1.360, 8.650, -8.151], [-2.319, 9.053, -5.391], [-2.039, 7.512, -4.556], [-2.537, 6.915, -6.851], [-0.781, 6.725, -6.683], [3.861, -4.905, 0.822], [4.197, -4.168, 2.595], [5.587, -3.601, 2.702], [6.925, -5.003, 2.878], [4.008, -4.963, 3.308], [3.455, -3.382, 2.724], [5.681, -3.000, 3.604], [5.866, -3.004, 1.839]],
  "gap_ev": 9.43,
  "e_lumo_ev": -0.54,
  "e_tot_ha": -31972.45712,
  "homo_energy_ha": -0.3664
}

{
  "formula": "CNO3P",
  "method": "wB97M-V/def2-TZVPD",
  "species": ["N", "C", "P", "O", "O", "O"],
  "xyz": [[-1.438, 0.465, 1.633], [-0.598, 0.011, 1.044], [0.379, -0.188, -0.405], [1.789, -0.505, -0.103], [-0.399, -1.194, -1.197], [0.266, 1.412, -0.972]],
  "gap_ev": 6.84,
  "de_lowest_ev": 1.070,
  "e_lumo_ev": 7.82,
  "e_tot_ha": -659.97689,
  "charge": -2,
  "smiles": "N#CP(=O)([O-])[O-]",
  "homo_energy_ha": 0.0362
}

{
  "formula": "C3HCl2O3",
  "method": "wB97M-V/def2-TZVPD",
  "species": ["O", "C", "O", "C", "Cl", "C", "O", "Cl", "H"],
  "xyz": [[0.067, -1.488, 1.213], [-0.888, -0.928, 0.638], [-2.077, -1.076, 0.543], [-0.457, 0.227, -0.364], [-1.446, 1.623, -0.157], [1.246, 0.661, -0.155], [1.652, 1.573, 0.527], [2.309, -0.569, -0.786], [-0.406, -0.022, -1.458]],
  "gap_ev": 8.24,
  "de_lowest_ev": 0.532,
  "e_lumo_ev": 3.40,
  "e_tot_ha": -1261.08939,
  "charge": -1,
  "smiles": "O=C([O-])[C@@H](Cl)C(=O)Cl",
  "homo_energy_ha": -0.1776
}

Copy entry 3 word for word.
{
  "formula": "CNO3P",
  "method": "wB97M-V/def2-TZVPD",
  "species": ["N", "C", "P", "O", "O", "O"],
  "xyz": [[-1.438, 0.465, 1.633], [-0.598, 0.011, 1.044], [0.379, -0.188, -0.405], [1.789, -0.505, -0.103], [-0.399, -1.194, -1.197], [0.266, 1.412, -0.972]],
  "gap_ev": 6.84,
  "de_lowest_ev": 1.070,
  "e_lumo_ev": 7.82,
  "e_tot_ha": -659.97689,
  "charge": -2,
  "smiles": "N#CP(=O)([O-])[O-]",
  "homo_energy_ha": 0.0362
}

Repeat the third record exactly.
{
  "formula": "CNO3P",
  "method": "wB97M-V/def2-TZVPD",
  "species": ["N", "C", "P", "O", "O", "O"],
  "xyz": [[-1.438, 0.465, 1.633], [-0.598, 0.011, 1.044], [0.379, -0.188, -0.405], [1.789, -0.505, -0.103], [-0.399, -1.194, -1.197], [0.266, 1.412, -0.972]],
  "gap_ev": 6.84,
  "de_lowest_ev": 1.070,
  "e_lumo_ev": 7.82,
  "e_tot_ha": -659.97689,
  "charge": -2,
  "smiles": "N#CP(=O)([O-])[O-]",
  "homo_energy_ha": 0.0362
}